Arrangement w

# C4H14N3O

2 unconnected molecules or ions with the total composition C4H14N3O (ωB97M-V/def2-TZVPD, the Open Molecules 2025 dataset).

Each line ends with the natural charge from an NBO analysis.
Positions of all 22 atoms, in Å:
C 1.830 -0.201 -0.016  -0.22
C 0.675 -0.288 -1.098  -0.40
C -0.481 -1.193 -0.789  -0.26
N -3.173 -1.737 0.399  -0.81
C -2.128 -1.107 0.938  0.34
N -0.912 -0.968 0.513  -0.62
N 1.420 0.697 1.095  -0.72
H 2.656 0.237 -0.563  0.23
H 2.105 -1.138 0.410  0.23
H 1.218 -0.836 -1.942  0.24
H 0.462 0.800 -1.411  0.22
H -0.185 -2.259 -0.966  0.21
H -1.309 -0.940 -1.580  0.18
H -4.101 -1.794 0.898  0.42
H -3.309 -1.761 -0.649  0.41
H -2.321 -0.657 1.994  0.18
H 1.903 0.832 1.964  0.43
H 0.494 0.291 1.462  0.47
H 1.256 1.586 0.657  0.46
H 1.419 3.364 -1.203  0.50
H 1.032 3.942 0.159  0.50
O 1.449 3.131 -0.273  -0.97

Output
charge: +1
orbital gap: 9.827 eV

---

Arrangement x

# C4H14N3O

3 unconnected molecules or ions with the total composition C4H14N3O (ωB97M-V/def2-TZVPD, the Open Molecules 2025 dataset).

Each line ends with the natural charge from an NBO analysis.
Positions of all 22 atoms, in Å:
C 0.931 1.275 0.078  -0.21
C 0.099 0.354 -0.827  -0.48
C -1.214 -0.051 -0.211  0.19
C -2.418 0.141 -0.831  0.17
N -3.586 -0.333 -0.130  -0.86
N -1.196 -0.636 1.059  -0.61
N 2.331 1.153 -0.271  -0.76
H 0.570 2.352 -0.067  0.23
H 0.702 1.021 1.198  0.20
H -0.055 0.775 -1.792  0.25
H 0.734 -0.547 -1.060  0.27
H -2.494 0.655 -1.852  0.24
H -2.091 -1.093 1.314  0.44
H -4.274 -0.807 -0.746  0.42
H -4.054 0.447 0.372  0.42
H -0.277 -1.095 1.217  0.38
H 1.346 -1.520 1.184  -0.08
H 2.739 0.227 0.003  0.39
H 2.906 1.871 0.150  0.39
H 2.806 -1.435 0.887  0.43
H 4.234 -2.123 0.840  0.50
O 3.747 -1.291 0.561  -0.93

Output
charge: +1
orbital gap: 4.328 eV

---

Stability ranking, top and bottom: arrangement w is the most stable and arrangement x is the least stable.

---

Arrangement w

# C6H8N

A gas-phase ion, C6H8N (charge +1) (ωB97M-V/def2-TZVPD, the Open Molecules 2025 dataset).

Each line ends with the natural charge from an NBO analysis.
Positions of all 15 atoms, in Å:
C 0.339 -1.720 -0.339  0.74
C -0.462 -0.578 -0.161  -0.45
C -0.444 -0.182 1.269  -0.37
C 0.058 1.265 0.990  -0.42
C 0.002 1.581 -1.713  -0.36
C -0.051 0.905 -0.601  0.05
N 0.857 -2.802 -0.238  -0.45
H -1.382 -0.887 -0.639  0.32
H -1.327 -0.427 1.887  0.26
H 0.213 -0.977 1.656  0.21
H -0.602 2.042 1.339  0.25
H 0.988 1.422 1.476  0.24
H 0.424 2.588 -2.088  0.28
H -0.303 1.080 -2.658  0.22
H 1.692 -3.309 -0.180  0.48

Output
charge: +1
structure (SMILES): C=C1CC[C@@H]1C#[NH+]
orbital gap: 9.247 eV

---

Arrangement x

# C6H8N

A gas-phase ion, C6H8N (charge +1) (ωB97M-V/def2-TZVPD, the Open Molecules 2025 dataset).

Each line ends with the natural charge from an NBO analysis.
Positions of all 15 atoms, in Å:
C 0.656 0.152 -1.974  0.03
C -1.077 0.800 -0.559  -0.31
C 1.490 -0.559 -1.058  0.03
C 0.984 -0.889 0.167  -0.28
C -0.219 -0.161 0.491  0.39
C -0.646 0.012 1.903  -0.74
N -0.429 0.777 -1.781  -0.29
H 0.730 0.020 -2.982  0.23
H -2.113 0.141 -0.750  0.32
H 2.453 -0.860 -1.325  0.25
H 1.504 -1.370 0.911  0.25
H -1.250 1.709 0.001  0.28
H -0.688 -0.874 2.555  0.28
H -1.572 0.490 2.025  0.25
H 0.178 0.613 2.376  0.30

Output
charge: +1
orbital gap: 7.749 eV

---

Stability ranking, top and bottom: arrangement x is the most stable and arrangement w is the least stable.

---

Arrangement w

# C3H8N2O2S

C3H8N2O2S in the gas phase (ωB97M-V/def2-TZVPD, the Open Molecules 2025 dataset).

Each line ends with the natural charge from an NBO analysis.
Positions of all 16 atoms, in Å:
C -0.222 0.406 -1.265  -0.70
C -1.488 -1.372 0.471  -0.89
C 1.108 0.664 -0.393  0.45
N 1.178 1.706 0.518  -0.87
N 2.049 -0.157 -0.608  -0.72
O -1.585 1.309 0.829  -0.96
O -2.889 0.181 -0.973  -0.94
S -1.659 0.286 -0.204  2.15
H -0.339 1.363 -1.945  0.27
H -0.176 -0.415 -1.844  0.25
H -2.241 -2.053 -0.132  0.28
H -1.666 -1.415 1.481  0.24
H 2.207 1.943 0.810  0.40
H 0.385 2.126 1.027  0.45
H -0.305 -1.620 0.428  0.26
H 2.927 0.069 -0.179  0.34

Output
structure (SMILES): [H]/N=C(\N)CS(C)(=O)=O
orbital gap: 10.324 eV

---

Arrangement x

# C3H8N2O2S

C3H8N2O2S in the gas phase (ωB97M-V/def2-TZVPD, the Open Molecules 2025 dataset).

Each line ends with the natural charge from an NBO analysis.
Positions of all 16 atoms, in Å:
C -0.009 0.665 0.467  0.45
C 1.310 -0.724 -1.222  -0.66
C 0.452 -0.620 -0.009  -0.50
N -0.203 0.826 1.753  -0.77
N -0.229 1.736 -0.332  -0.79
O -1.503 -1.471 1.502  -0.91
O -2.282 -1.014 -0.775  -0.95
S -1.209 -1.667 -0.028  1.53
H 1.874 0.191 -1.553  0.22
H 2.214 -1.353 -1.147  0.24
H 0.782 -1.046 -2.139  0.23
H 0.964 -1.146 1.020  0.28
H -1.172 -0.503 1.731  0.49
H -0.781 1.660 1.919  0.34
H 0.054 1.769 -1.274  0.39
H -0.263 2.697 0.089  0.40

Output
orbital gap: 9.682 eV

---

Stability ranking, top and bottom: arrangement x is the most stable and arrangement w is the least stable.

---

Arrangement w

# C4H12N2

A gas-phase ion, C4H12N2 (charge +1) (ωB97M-V/def2-TZVPD, the Open Molecules 2025 dataset).

Each line ends with the natural charge from an NBO analysis.
Positions of all 18 atoms, in Å:
C 1.615 -1.179 -0.323  -0.24
C 0.099 -0.901 -0.383  -0.48
C -0.350 0.545 -0.180  -0.49
C -1.642 0.838 -0.358  -0.32
N -2.060 2.214 -0.062  -0.68
N 2.134 -1.500 1.088  -0.70
H 1.874 -2.161 -0.841  0.22
H 2.090 -0.252 -0.900  0.26
H -0.289 -1.133 -1.380  0.23
H -0.558 -1.621 0.108  0.21
H 0.399 1.330 0.048  0.19
H -2.545 0.353 -0.735  0.20
H -2.208 2.750 -1.038  0.43
H -2.950 2.153 0.320  0.42
H -1.335 2.512 0.621  0.43
H 2.193 -2.546 1.096  0.45
H 3.038 -1.015 1.253  0.45
H 1.433 -1.188 1.728  0.43

Output
multiplicity: 2
charge: +1
orbital gap (spin up / spin down): 4.006 / 8.502 eV

---

Arrangement x

# C4H12N2

A gas-phase ion, C4H12N2 (charge +1) (ωB97M-V/def2-TZVPD, the Open Molecules 2025 dataset).

Each line ends with the natural charge from an NBO analysis.
Positions of all 18 atoms, in Å:
C 1.113 0.990 0.545  -0.21
C 0.897 -0.277 -0.275  -0.49
C -0.570 -0.666 -0.203  -0.18
C -1.435 -0.844 -1.270  -0.61
N -0.792 -1.771 0.880  -0.72
N 0.420 2.192 -0.082  -0.69
H 2.163 1.258 0.701  0.22
H 0.677 0.888 1.536  0.21
H 1.613 -1.003 0.107  0.22
H 1.270 -0.051 -1.278  0.23
H -2.314 -1.462 -1.128  0.20
H -1.368 -0.409 -2.252  0.22
H -1.441 -1.488 1.601  0.43
H -1.192 -2.628 0.448  0.41
H 0.106 -2.120 1.225  0.42
H 0.868 2.633 -0.885  0.44
H 0.509 2.902 0.645  0.44
H -0.523 1.856 -0.317  0.46

Output
multiplicity: 2
charge: +1
orbital gap (spin up / spin down): 5.111 / 9.062 eV

---

Stability ranking, top and bottom: arrangement x is the most stable and arrangement w is the least stable.